(1)
This record from the Open Molecules 2025 dataset describes a 2-piece molecular cluster, C26H56BN3O4S3 overall. The level of theory is ωB97M-V/def2-TZVPD.

```
! RIJCOSX wB97M-V def2-TZVPD def2/J DEFGRID3
* xyz 0 1
C 5.22 -3.76 -0.03
C 6.01 -2.57 0.52
N 5.50 -1.27 0.03
C 6.52 -0.47 -0.67
C 7.10 -1.20 -1.88
C 4.67 -0.62 0.91
S 3.57 -1.40 1.84
S 4.76 1.17 1.05
C 3.16 1.57 0.27
C 3.21 1.40 -1.24
C 1.81 1.45 -1.88
B 1.01 0.00 -2.05
C 1.64 -1.19 -1.11
C 1.01 -2.58 -1.29
C 1.77 -3.67 -0.54
C 0.92 -4.94 -0.46
S 1.66 -6.16 0.58
O 0.82 -7.31 0.71
O 3.02 -6.37 0.20
O 1.64 -5.35 1.96
C -0.54 0.25 -1.55
O -0.62 0.80 -0.21
C -1.21 -0.07 0.70
C 0.88 -0.43 -3.65
C 2.01 -1.21 -4.27
C 3.43 -0.85 -3.96
N 1.84 -2.18 -5.09
H 5.82 -4.66 -0.05
H 4.34 -3.94 0.60
H 4.86 -3.54 -1.03
H 5.97 -2.59 1.61
H 7.05 -2.68 0.23
H 7.32 -0.14 -0.01
H 6.05 0.43 -1.05
H 6.32 -1.45 -2.60
H 7.68 -2.07 -1.61
H 7.79 -0.51 -2.37
H 2.43 0.90 0.72
H 2.91 2.59 0.56
H 3.76 0.50 -1.49
H 3.81 2.24 -1.63
H 1.24 2.20 -1.33
H 1.95 1.86 -2.89
H 1.47 -0.91 -0.06
H 2.72 -1.33 -1.22
H 0.95 -2.85 -2.35
H -0.02 -2.58 -0.92
H 2.68 -3.92 -1.09
H 2.00 -3.32 0.47
H -0.08 -4.72 -0.08
H 0.84 -5.39 -1.45
H 2.43 -5.62 2.45
H -1.11 -0.68 -1.58
H -1.07 0.94 -2.22
H -2.29 -0.13 0.49
H -0.77 -1.07 0.72
H -1.09 0.38 1.69
H 0.72 0.46 -4.27
H -0.02 -1.04 -3.77
H 3.56 0.23 -3.87
H 4.06 -1.22 -4.77
H 3.76 -1.33 -3.04
H 0.84 -2.33 -5.24
C -6.43 5.87 2.92
C -6.96 4.67 3.70
C -5.88 3.66 4.11
C -4.92 3.11 3.05
N -5.47 2.15 2.03
C -6.32 2.82 0.98
C -5.33 3.40 -0.01
C -4.28 2.30 -0.13
C -4.29 1.59 1.23
C -6.21 1.04 2.69
H -5.90 5.58 2.02
H -7.26 6.51 2.61
H -5.76 6.47 3.53
H -7.76 4.18 3.15
H -7.43 5.02 4.62
H -6.35 2.83 4.65
H -5.23 4.14 4.84
H -4.15 2.55 3.58
H -4.42 3.91 2.50
H -6.92 2.04 0.51
H -6.98 3.55 1.44
H -4.88 4.32 0.39
H -5.80 3.65 -0.96
H -3.29 2.68 -0.38
H -4.55 1.59 -0.92
H -3.38 1.75 1.79
H -4.45 0.52 1.12
H -7.11 1.44 3.15
H -5.56 0.58 3.43
H -6.48 0.31 1.93
*
```

Kohn-Sham gap (eV): 6.08
Strongest force on any atom (eV Å⁻¹): 1.94

(2)
This record from the Open Molecules 2025 dataset describes C30H28B2F2N6OsTe4 as an isolated structure. The level of theory is ωB97M-V/def2-TZVPD.

```
! RIJCOSX wB97M-V def2-TZVPD def2/J DEFGRID3
* xyz 0 5
Os 1.30 -0.28 0.99
C -4.51 0.68 -0.26
C -3.20 1.37 -0.17
C -2.89 2.57 0.46
C -1.53 2.74 0.34
N -1.00 1.68 -0.38
N -2.07 0.85 -0.65
B -1.90 -0.50 -1.34
N -1.63 -1.59 -0.23
N -0.67 -1.55 0.78
C -0.92 -2.63 1.55
C -1.98 -3.36 1.04
C -2.41 -2.68 -0.06
C -3.55 -3.04 -0.95
C -0.21 -3.02 2.77
C 0.43 -4.25 2.81
C 1.07 -4.67 3.97
C 1.01 -3.88 5.11
C 0.32 -2.68 5.09
C -0.27 -2.24 3.92
N -0.69 -0.43 -2.28
N 0.38 0.41 -2.06
C 1.27 0.19 -3.10
C 0.73 -0.76 -3.94
C -0.49 -1.13 -3.40
C -1.43 -2.17 -3.90
C 2.68 0.62 -3.11
C 3.50 0.05 -2.14
C 4.87 0.25 -2.17
C 5.42 1.02 -3.19
C 4.61 1.57 -4.16
C 3.24 1.38 -4.13
C -0.76 3.69 1.16
C -0.84 5.06 1.00
C -0.23 5.91 1.91
C 0.43 5.38 3.01
C 0.50 4.01 3.19
C -0.08 3.17 2.27
H -5.28 1.32 0.15
H -4.75 0.43 -1.29
H -4.47 -0.25 0.32
H -3.57 3.23 0.96
H -2.87 -0.80 -1.94
H -2.39 -4.27 1.44
H -3.96 -3.99 -0.62
H -4.34 -2.29 -0.91
H -3.23 -3.14 -1.99
H 0.46 -4.87 1.92
H 1.60 -5.61 3.98
H 1.49 -4.22 6.02
H 0.25 -2.09 5.99
H -0.81 -1.30 3.90
H 1.19 -1.14 -4.84
H -1.10 -2.50 -4.88
H -1.43 -3.03 -3.22
H -2.44 -1.79 -3.96
H 3.06 -0.61 -1.40
H 5.49 -0.19 -1.41
H 6.50 1.17 -3.21
H 5.05 2.16 -4.96
H 2.61 1.80 -4.90
H -1.38 5.47 0.15
H -0.29 6.98 1.77
H 0.90 6.04 3.73
H 1.00 3.60 4.06
H -0.06 2.09 2.42
Te 2.91 1.67 1.11
Te 4.29 1.18 3.38
Te 5.08 -1.36 2.84
Te 2.69 -2.32 1.94
F -1.16 2.13 -2.75
B -0.23 1.88 -1.76
F 0.69 2.88 -1.77
*
```

Kohn-Sham gap (alpha / beta) (eV): 6.20 / 5.75
Strongest force on any atom (eV Å⁻¹): 1.16
Expectation value of S²: 6.03

(3)
This record from the Open Molecules 2025 dataset describes C36H31ClN6OSe3TeTl as an isolated structure. The level of theory is ωB97M-V/def2-TZVPD.

```
! RIJCOSX wB97M-V def2-TZVPD def2/J DEFGRID3
* xyz -1 1
Tl -0.51 0.99 -0.37
Cl 5.66 -3.07 -2.55
C 4.37 -1.88 -2.33
C 4.70 -0.55 -2.10
C 3.69 0.37 -1.91
C 2.31 0.02 -1.93
O 1.43 0.94 -1.69
C 2.03 -1.34 -2.20
C 0.64 -1.83 -2.26
N 0.40 -3.03 -1.88
C -0.84 -3.69 -2.01
C -0.76 -5.06 -2.06
C -1.90 -5.89 -2.15
C -3.15 -5.33 -2.17
C -3.28 -3.93 -2.10
C -4.55 -3.30 -2.14
C -4.64 -1.94 -2.11
C -3.44 -1.20 -2.01
N -2.25 -1.74 -1.95
C -2.14 -3.09 -2.02
C 3.06 -2.27 -2.38
H 5.73 -0.24 -2.05
H 3.94 1.40 -1.67
H -0.12 -1.16 -2.66
H 0.23 -5.50 -2.04
H -1.78 -6.96 -2.20
H -4.04 -5.95 -2.23
H -5.44 -3.92 -2.19
H -5.59 -1.43 -2.15
H -3.48 -0.12 -1.98
H 2.80 -3.31 -2.56
Se 0.01 3.57 0.53
Se -0.94 4.92 -1.13
Te -0.19 3.70 -3.17
Se -1.55 1.67 -2.74
C -4.13 1.76 0.55
N -3.99 1.91 1.99
C -5.01 1.18 2.70
C -2.62 1.66 2.44
C -2.12 0.23 2.27
C -2.47 -0.70 3.26
C -2.11 -2.04 3.18
C -1.38 -2.48 2.09
C -1.00 -1.57 1.11
C -1.35 -0.22 1.20
H -5.11 2.13 0.24
H -4.05 0.71 0.23
H -3.38 2.35 0.03
H -5.99 1.55 2.41
H -4.90 1.33 3.78
H -4.99 0.09 2.50
H -2.57 1.92 3.50
H -1.98 2.35 1.91
H -3.04 -0.35 4.12
H -2.41 -2.73 3.96
H -1.09 -3.52 2.00
H -0.42 -1.93 0.27
C 3.73 -1.12 1.53
C 2.42 -0.98 1.10
N 1.79 0.20 1.11
C 2.44 1.26 1.57
C 3.76 1.23 2.00
C 4.41 0.00 1.98
C 4.41 2.45 2.54
C 4.29 3.71 2.12
C 3.56 4.23 0.93
C 3.10 5.53 0.93
C 2.46 5.98 -0.21
N 2.25 5.20 -1.27
C 2.70 3.95 -1.15
N 3.37 3.43 -0.12
H 4.21 -2.09 1.48
H 1.86 -1.83 0.75
H 1.90 2.20 1.58
H 5.44 -0.07 2.30
H 5.01 2.29 3.43
H 4.77 4.47 2.71
H 3.24 6.18 1.79
H 2.08 7.00 -0.27
H 2.49 3.29 -1.98
*
```

Kohn-Sham gap (eV): 6.53
Strongest force on any atom (eV Å⁻¹): 1.42

(4)
This record from the Open Molecules 2025 dataset describes a 12-piece molecular cluster, C48H132N12O12 overall. The level of theory is ωB97M-V/def2-TZVPD.

```
! RIJCOSX wB97M-V def2-TZVPD def2/J DEFGRID3
* xyz 0 1
C 0.96 -22.38 12.88
C 0.18 -21.81 11.74
C -1.08 -22.64 11.36
O -0.80 -24.00 11.14
C -1.85 -24.85 10.72
N -0.23 -20.42 11.87
H 0.38 -22.74 13.72
H 1.65 -21.62 13.24
H 1.50 -23.24 12.46
H 0.84 -21.93 10.87
H -1.61 -22.24 10.50
H -1.84 -22.60 12.14
H -2.18 -24.61 9.71
H -2.72 -24.73 11.36
H -1.42 -25.84 10.85
H -0.90 -20.23 11.15
H -0.73 -20.35 12.75
C -2.63 -23.95 3.75
C -4.01 -24.17 4.43
C -4.01 -25.26 5.56
O -3.51 -26.51 5.11
C -4.44 -27.31 4.34
N -4.55 -22.94 5.06
H -1.88 -23.61 4.47
H -2.60 -23.21 2.96
H -2.31 -24.92 3.37
H -4.74 -24.54 3.70
H -5.04 -25.39 5.89
H -3.43 -24.93 6.42
H -4.63 -26.87 3.36
H -5.41 -27.43 4.83
H -4.10 -28.34 4.30
H -4.60 -22.20 4.37
H -5.51 -23.14 5.32
C 0.13 -34.28 6.79
C -1.38 -34.01 6.97
C -1.96 -35.06 7.97
O -1.53 -36.34 7.50
C -2.22 -37.45 8.11
N -1.58 -32.72 7.54
H 0.66 -33.56 6.16
H 0.30 -35.24 6.31
H 0.75 -34.20 7.69
H -1.87 -34.12 6.00
H -3.03 -34.85 7.94
H -1.63 -34.75 8.96
H -1.60 -38.32 7.88
H -3.21 -37.50 7.67
H -2.23 -37.28 9.19
H -1.30 -31.96 6.93
H -0.88 -32.65 8.27
C -5.72 -26.60 8.64
C -6.05 -26.67 10.16
C -7.44 -27.25 10.50
O -8.39 -26.22 10.12
C -9.73 -26.62 10.54
N -5.11 -27.59 10.72
H -5.54 -27.63 8.32
H -4.76 -26.08 8.60
H -6.45 -26.11 8.00
H -5.98 -25.67 10.58
H -7.45 -27.53 11.56
H -7.64 -28.09 9.85
H -10.51 -25.96 10.16
H -9.85 -26.61 11.62
H -9.87 -27.64 10.19
H -5.26 -28.55 10.44
H -4.19 -27.29 10.43
C 2.77 -30.13 2.01
C 1.44 -30.06 1.20
C 0.72 -28.60 1.31
O 0.48 -28.39 2.65
C -0.51 -27.45 2.92
N 1.80 -30.18 -0.19
H 2.53 -30.16 3.07
H 3.43 -29.28 1.85
H 3.28 -31.04 1.68
H 0.70 -30.81 1.46
H -0.17 -28.70 0.68
H 1.28 -27.77 0.89
H -0.15 -26.48 2.57
H -0.70 -27.41 3.99
H -1.48 -27.60 2.45
H 1.02 -29.88 -0.75
H 2.54 -29.51 -0.36
C 4.13 -25.46 2.35
C 4.94 -26.00 3.53
C 4.70 -27.50 3.70
O 5.20 -27.85 5.00
C 5.24 -29.26 5.21
N 6.29 -25.65 3.27
H 4.32 -24.42 2.06
H 3.07 -25.53 2.56
H 4.23 -26.11 1.48
H 4.55 -25.51 4.42
H 5.23 -28.10 2.97
H 3.65 -27.75 3.58
H 5.78 -29.85 4.47
H 4.26 -29.74 5.27
H 5.64 -29.52 6.19
H 6.50 -25.84 2.30
H 6.86 -26.26 3.84
C -2.33 -27.87 8.29
C -1.44 -29.05 7.93
C -0.87 -29.01 6.48
O -0.26 -30.25 6.28
C 0.41 -30.29 5.04
N -0.38 -29.31 8.91
H -2.75 -27.94 9.30
H -3.15 -27.67 7.60
H -1.74 -26.96 8.23
H -2.07 -29.94 7.93
H -0.19 -28.18 6.25
H -1.73 -28.92 5.82
H 1.40 -29.83 5.10
H -0.28 -29.94 4.27
H 0.55 -31.30 4.65
H 0.25 -28.55 8.69
H 0.22 -29.99 8.47
C -4.67 -30.56 6.20
C -5.27 -31.87 6.80
C -5.35 -33.03 5.82
O -5.74 -34.28 6.42
C -5.94 -35.24 5.41
N -4.46 -32.16 7.98
H -4.56 -29.72 6.88
H -5.24 -30.19 5.34
H -3.68 -30.73 5.78
H -6.30 -31.62 7.07
H -4.36 -33.20 5.38
H -6.04 -32.79 5.01
H -4.94 -35.58 5.11
H -6.36 -34.91 4.47
H -6.57 -36.09 5.67
H -4.64 -33.09 8.33
H -3.49 -32.35 7.74
C -2.91 -36.62 3.25
C -1.76 -35.88 2.54
C -1.40 -34.52 3.16
O -2.51 -33.68 3.09
C -2.34 -32.34 3.47
N -0.66 -36.82 2.55
H -2.69 -36.76 4.30
H -3.08 -37.64 2.89
H -3.85 -36.08 3.18
H -2.07 -35.74 1.50
H -0.58 -34.10 2.58
H -0.94 -34.59 4.14
H -3.36 -31.95 3.50
H -1.72 -31.80 2.75
H -1.77 -32.21 4.39
H -0.94 -37.60 1.97
H 0.11 -36.43 2.03
C 1.74 -31.08 11.35
C 1.43 -32.25 10.40
C 1.89 -33.56 10.99
O 3.28 -33.61 11.09
C 3.81 -34.79 11.66
N -0.05 -32.23 10.05
H 1.39 -31.15 12.38
H 1.31 -30.17 10.94
H 2.82 -30.89 11.39
H 1.95 -32.06 9.47
H 1.57 -34.35 10.31
H 1.44 -33.71 11.97
H 3.65 -35.66 11.02
H 3.42 -35.02 12.66
H 4.88 -34.73 11.81
H -0.28 -31.25 9.92
H -0.48 -32.38 10.96
C -2.77 -29.04 13.16
C -1.91 -28.59 11.94
C -0.48 -28.09 12.19
O -0.49 -27.04 13.20
C 0.76 -26.40 13.42
N -1.92 -29.84 11.16
H -3.67 -29.51 12.78
H -3.13 -28.18 13.72
H -2.23 -29.66 13.88
H -2.49 -27.81 11.44
H 0.01 -27.80 11.26
H 0.10 -28.94 12.55
H 0.67 -25.72 14.26
H 1.06 -25.84 12.53
H 1.54 -27.11 13.71
H -2.86 -30.10 10.91
H -1.47 -29.62 10.29
C 1.25 -25.33 7.00
C 1.08 -25.45 8.54
C 2.07 -26.46 9.11
O 1.79 -27.77 8.49
C 2.88 -28.72 8.59
N 1.41 -24.21 9.15
H 1.08 -26.35 6.63
H 2.27 -25.00 6.80
H 0.66 -24.55 6.54
H 0.03 -25.66 8.73
H 1.95 -26.52 10.19
H 3.08 -26.12 8.89
H 3.32 -28.81 9.58
H 3.69 -28.23 8.04
H 2.66 -29.63 8.03
H 0.96 -24.13 10.06
H 0.98 -23.50 8.57
*
```

Kohn-Sham gap (eV): 8.89
Structure (SMILES): COC[C@H](C)N.COC[C@H](C)N.COC[C@H](C)N.COC[C@H](C)N.COC[C@H](C)N.COC[C@H](C)N.COC[C@H](C)N.COC[C@H](C)N.COC[C@H](C)N.COC[C@H](C)N.COC[C@H](C)N.COC[C@H](C)N
Energy above the lowest of the compared OMol25 structures with the same formula, charge and spin (kcal/mol): 88.0
Strongest force on any atom (eV Å⁻¹): 3.37

(5)
This record from the Open Molecules 2025 dataset describes one molecule with the formula C6H6O3. The level of theory is ωB97M-V/def2-TZVPD.

```
! RIJCOSX wB97M-V def2-TZVPD def2/J DEFGRID3
* xyz 0 1
C -0.89 -1.84 0.03
C 0.00 2.00 -0.03
C 1.40 -0.13 0.68
C -1.07 -0.35 0.12
C 0.25 0.50 -0.06
C 1.40 -0.12 -0.78
O 1.88 -0.37 1.75
O -2.12 0.20 0.23
O 1.89 -0.35 -1.85
H -0.55 -2.12 -0.97
H -1.83 -2.34 0.25
H -0.15 -2.20 0.74
H 0.53 2.49 -0.85
H 0.33 2.43 0.91
H -1.07 2.18 -0.15
*
```

Kohn-Sham gap (eV): 8.04
Structure (SMILES): CC(=O)C1(C)C(=O)C1=O
Energy above the lowest of the compared OMol25 structures with the same formula, charge and spin (kcal/mol): 56.1
Strongest force on any atom (eV Å⁻¹): 1.85

(6)
This record from the Open Molecules 2025 dataset describes an isolated ion of composition C2H8NO2 and charge +1. The level of theory is ωB97M-V/def2-TZVPD.

```
! RIJCOSX wB97M-V def2-TZVPD def2/J DEFGRID3
* xyz 1 1
C -0.83 -0.50 0.91
C 0.36 0.25 0.24
N 0.61 -0.18 -1.27
O 1.53 0.10 0.86
O -0.14 1.63 0.12
H -0.62 -0.35 2.03
H -1.84 -0.11 0.48
H -0.77 -1.60 0.94
H 0.23 -1.18 -1.37
H 1.66 -0.14 -1.49
H 0.06 0.56 -1.78
H 1.39 -0.09 1.76
H 0.62 2.10 0.08
*
```

Kohn-Sham gap (eV): 12.72
Structure (SMILES): CC([NH3+])(O)O
Energy above the lowest of the compared OMol25 structures with the same formula, charge and spin (kcal/mol): 38.6
Strongest force on any atom (eV Å⁻¹): 5.44

strongest force on any atom of number 5 (C6H6O3)?
1.85 eV Å⁻¹

Which value of strongest force on any atom does entry 4 give?
3.37 eV Å⁻¹